Record 1
A molecular structure, C15H15F6N2O7PPdS5 in a non-equilibrium geometry, computed with ωB97M-V/def2-TZVPD.

Summary:
E_HOMO (alpha / beta) = -8.28 / -8.28 eV
E_tot = -4276.018585 a.u.

Cartesian coordinates (Å):
Pd -0.12 1.37 -0.07
S -1.95 3.22 1.35
C -3.01 2.40 0.24
C -4.29 2.87 -0.09
C -5.02 2.18 -1.04
C -4.47 1.03 -1.61
C -3.22 0.61 -1.20
N -2.51 1.29 -0.30
H -4.68 3.75 0.39
H -6.00 2.51 -1.33
H -5.02 0.48 -2.36
H -2.76 -0.28 -1.59
F -1.59 -0.97 4.12
C -1.87 -1.06 2.82
F -2.74 -0.10 2.51
F -2.45 -2.23 2.60
S -0.35 -0.84 1.74
O -0.89 -1.02 0.42
O 0.64 -1.74 2.20
N -0.07 0.67 2.07
S 1.42 1.19 1.96
O 2.20 0.40 1.06
O 1.43 2.60 1.84
C 2.11 0.80 3.68
F 2.64 -0.41 3.74
F 1.13 0.87 4.58
F 3.06 1.67 4.03
C 0.10 -0.89 -2.94
P 1.17 -0.36 -1.53
C 2.64 0.34 -2.36
C 1.74 -1.90 -0.78
C 0.89 -3.00 -0.67
C 1.30 -4.14 -0.01
C 2.56 -4.19 0.57
C 3.40 -3.09 0.49
C 3.00 -1.95 -0.18
H -0.76 -1.44 -2.55
H 0.67 -1.51 -3.62
H -0.26 0.01 -3.44
H 3.13 -0.44 -2.95
H 3.31 0.75 -1.61
H 2.32 1.17 -2.99
H -0.11 -2.95 -1.08
H 0.64 -4.99 0.06
H 2.87 -5.07 1.10
H 4.37 -3.12 0.96
H 3.64 -1.09 -0.21
O 0.85 4.01 -2.86
S 0.43 3.24 -1.73
O -0.59 2.23 -2.06
O 1.52 2.61 -0.98
S -0.45 4.52 -0.39



Record 2
A molecular structure, C15H15GaN7O5, computed with ωB97M-V/def2-TZVPD.

Summary:
Charge = +1
E_HOMO = -10.80 eV
ΔE to the lowest compared entry with this formula, charge and spin = 5.1 kcal per mole
E_tot = -3264.643616 a.u.

Cartesian coordinates (Å):
Ga 0.23 -0.20 0.68
O 4.36 -0.36 -0.97
C 4.16 0.62 -1.89
C 5.12 0.90 -2.86
C 4.93 1.92 -3.77
C 3.77 2.69 -3.72
C 2.82 2.42 -2.75
C 2.99 1.38 -1.83
C 1.94 1.15 -0.83
O 1.76 -0.08 -0.39
N 1.22 2.16 -0.44
N 0.27 1.75 0.47
C -0.36 2.61 1.19
C -1.27 2.23 2.24
C -1.94 3.28 2.90
C -2.79 3.03 3.95
C -2.96 1.71 4.39
C -2.30 0.67 3.77
C -1.45 0.90 2.68
O -0.86 -0.17 2.14
H 5.25 -0.72 -1.07
H 6.03 0.31 -2.89
H 5.69 2.12 -4.51
H 3.62 3.50 -4.43
H 1.92 3.02 -2.69
H -0.17 3.66 1.00
H -1.78 4.29 2.56
H -3.30 3.84 4.45
H -3.61 1.50 5.22
H -2.42 -0.35 4.11
N -1.40 -0.16 -1.11
N -1.76 -1.47 -1.42
C -1.13 -2.47 -0.76
N -1.46 -3.73 -1.00
N -0.19 -2.05 0.08
N 0.51 -2.87 0.93
O 0.44 -4.08 0.86
O 1.19 -2.23 1.71
H -2.21 0.37 -0.81
H -0.97 0.30 -1.91
H -2.43 -1.66 -2.14
H -2.22 -3.96 -1.62
H -0.96 -4.46 -0.52



Record 3
C15H15NOS2 in the gas phase in a non-equilibrium geometry, computed with ωB97M-V/def2-TZVPD.

Summary:
E_HOMO = -8.02 eV
ΔE to the lowest compared entry with this formula, charge and spin = 66.8 kcal per mole
Structure (SMILES) = CSc1cc(C)n(-c2ccccc2)c(=S)c1C(C)=O
E_tot = -1506.882729 a.u.

Cartesian coordinates (Å):
C 2.29 -0.23 -3.81
S 2.79 1.11 -2.75
C 1.96 0.99 -1.21
C 2.38 0.08 -0.16
C 1.70 -0.02 0.99
C 2.32 -0.93 2.03
N 0.64 0.84 1.30
C -0.16 0.39 2.38
C -0.77 -0.83 2.28
C -1.43 -1.30 3.41
C -1.42 -0.72 4.61
C -0.99 0.61 4.74
C -0.41 1.17 3.61
C 0.25 1.86 0.42
S -1.14 2.74 0.65
C 0.91 1.91 -0.89
C 0.45 2.93 -1.80
C -0.84 2.65 -2.45
O 1.12 3.83 -2.20
H 2.92 -1.09 -3.51
H 2.38 0.08 -4.85
H 1.29 -0.52 -3.73
H 3.31 -0.50 -0.31
H 3.27 -1.44 1.82
H 1.63 -1.78 2.37
H 2.53 -0.34 2.94
H -0.74 -1.30 1.36
H -1.89 -2.30 3.44
H -1.75 -1.21 5.59
H -1.04 1.11 5.74
H -0.16 2.29 3.66
H -1.52 3.51 -2.10
H -0.63 2.66 -3.49
H -1.26 1.73 -2.08



Record 4
C15H16BrClN4O4S in the gas phase in a non-equilibrium geometry, computed with ωB97M-V/def2-TZVPD.

Summary:
E_HOMO = -8.61 eV
Structure (SMILES) = COc1ccc(NC(=O)CN(C)S(=O)(=O)c2cc(Br)cnc2N)cc1Cl
E_tot = -4533.455133 a.u.

Cartesian coordinates (Å):
C 1.97 0.15 -6.06
O 0.60 -0.25 -5.85
C 0.05 0.03 -4.63
C -0.66 1.22 -4.22
C -1.28 1.20 -3.02
C -1.10 0.17 -2.16
N -1.33 0.17 -0.75
C -1.95 1.15 0.01
O -2.62 2.09 -0.45
C -1.64 1.21 1.56
N -2.01 0.04 2.36
C -2.53 0.33 3.81
S -0.93 -1.38 2.50
O -1.38 -2.22 3.64
O -0.94 -2.06 1.18
C 0.76 -0.74 2.59
C 1.55 -0.52 1.40
C 2.83 -0.14 1.66
Br 4.08 0.13 0.31
C 3.27 0.17 2.90
N 2.51 0.10 3.93
C 1.34 -0.40 3.77
N 0.66 -0.55 4.84
C -0.70 -1.03 -2.62
C -0.05 -1.05 -3.83
Cl 0.80 -2.53 -4.39
H 2.29 0.87 -5.34
H 2.57 -0.61 -5.85
H 2.15 0.44 -7.10
H -0.72 2.06 -4.93
H -1.88 2.11 -2.72
H -0.98 -0.59 -0.21
H -0.55 1.40 1.56
H -2.12 2.08 1.91
H -3.28 1.23 3.88
H -3.11 -0.55 4.21
H -1.79 0.54 4.54
H 1.14 -0.81 0.41
H 4.32 0.37 2.91
H -0.03 -1.29 4.72
H 1.35 -0.63 5.59
H -0.68 -1.92 -2.05



Record 5
A molecular structure, C15H16BrN4O4RhS, computed with ωB97M-V/def2-TZVPD.

Summary:
Charge = +2
E_HOMO (alpha / beta) = -15.02 / -15.02 eV
ΔE to the lowest compared entry with this formula, charge and spin = 0.0 kcal per mole
E_tot = -4183.227937 a.u.
2S+1 = 5

Cartesian coordinates (Å):
Rh -0.90 0.41 0.63
O -0.93 2.27 -0.58
C -0.09 2.61 -1.40
C 1.01 1.77 -1.93
C 1.92 2.41 -2.73
C 2.99 1.68 -3.30
C 3.16 0.32 -3.14
C 2.25 -0.36 -2.36
C 1.16 0.33 -1.69
O 0.40 -0.34 -0.96
N 3.96 2.44 -4.13
O 3.78 3.63 -4.21
O 4.85 1.80 -4.63
H -0.13 3.63 -1.81
H 1.83 3.46 -2.96
H 3.99 -0.18 -3.63
H 2.33 -1.42 -2.19
Br 3.27 -0.86 4.59
C 2.00 0.36 3.95
C 1.78 1.57 4.59
C 0.83 2.44 4.06
C 0.14 2.07 2.92
N 0.36 0.89 2.31
C 1.27 0.05 2.82
H 2.34 1.83 5.48
H 0.62 3.39 4.53
H -0.61 2.71 2.48
H 1.42 -0.89 2.30
C -1.59 -3.01 1.60
N -2.60 -2.97 0.55
C -3.27 -1.89 0.18
S -3.09 -0.34 0.96
N -4.21 -1.98 -0.76
C -4.60 -3.21 -1.43
H -1.16 -4.01 1.61
H -2.03 -2.79 2.57
H -0.79 -2.30 1.39
H -2.84 -3.84 0.11
H -4.71 -1.13 -0.96
H -5.05 -3.91 -0.72
H -3.73 -3.67 -1.91
H -5.33 -2.97 -2.19



Record 6
A molecular structure, C15H16ClCuIN2O2 in a non-equilibrium geometry, computed with ωB97M-V/def2-TZVPD.

Summary:
Charge = +1
E_HOMO = -12.08 eV
E_tot = -3239.313199 a.u.

Cartesian coordinates (Å):
C -1.57 0.36 -2.85
C -0.55 -0.62 -3.35
N -0.10 -0.51 -4.52
C -0.17 -1.77 -2.41
C -0.03 -1.37 -0.96
C 0.91 -0.42 -0.52
Cl 1.97 0.24 -1.70
C 1.04 -0.01 0.81
C 2.03 1.05 1.22
C 1.48 2.46 0.89
C 0.47 2.91 1.94
C 2.60 3.48 0.67
C 0.20 -0.57 1.78
C -0.72 -1.51 1.36
C -0.84 -1.90 0.03
C -1.94 -2.89 -0.07
O -2.31 -3.61 -0.94
N -2.58 -2.87 1.25
I -3.42 -4.66 1.83
C -1.71 -2.24 2.16
O -1.78 -2.32 3.39
H -2.48 -0.17 -2.57
H -1.20 0.85 -1.94
H -1.78 1.09 -3.62
H 0.58 -1.25 -4.73
H -0.97 -2.50 -2.48
H 0.77 -2.19 -2.75
H 2.97 0.87 0.70
H 2.20 0.96 2.29
H 0.94 2.36 -0.06
H 0.23 3.97 1.78
H -0.47 2.38 1.80
H 0.83 2.77 2.95
H 2.96 3.90 1.60
H 3.42 3.04 0.10
H 2.22 4.31 0.07
H 0.27 -0.29 2.81
Cu -3.44 -3.32 4.06